{
  "formula": "C2H12NO3",
  "method": "ωB97M-V/def2-TZVPD",
  "species": ["O", "O", "O", "N", "C", "C", "H", "H", "H", "H", "H", "H", "H", "H", "H", "H", "H", "H"],
  "positions_angstrom": [[2.60, -1.75, -2.68], [0.72, -0.90, -0.77], [-2.87, -2.05, 0.91], [-0.12, 1.27, 0.52], [0.67, 2.00, 1.42], [-1.39, 1.61, 0.46], [-3.28, -2.93, 0.91], [0.31, 0.52, -0.04], [-3.17, -1.59, 1.60], [2.51, -2.50, -3.41], [0.86, -1.64, -0.19], [1.40, -0.98, -1.51], [-0.02, 2.44, 2.26], [-1.88, 1.16, -0.41], [1.32, 1.33, 2.02], [1.08, 2.75, 0.91], [3.13, -1.13, -3.15], [-1.87, 2.38, 1.15]],
  "total_charge": 1,
  "de_lowest_kj_mol": 189.9,
  "orbital_gap_ev": 9.856,
  "total_energy_ha": -363.57852,
  "homo_energy_ev": -14.54,
  "lumo_ev": -4.7
}



{
  "formula": "C3HF2N3O6",
  "method": "ωB97M-V/def2-TZVPD",
  "species": ["F", "F", "O", "O", "O", "O", "O", "O", "N", "N", "N", "C", "C", "C", "H"],
  "positions_angstrom": [[-3.12, 0.94, 0.45], [0.20, 1.74, 1.96], [3.09, 0.92, 0.36], [2.53, 2.38, 1.85], [-2.86, 0.15, 2.87], [-2.74, -0.75, -1.41], [-1.16, -1.09, 2.36], [-1.83, -2.17, -0.05], [-2.31, -1.10, -0.33], [-2.10, -0.38, 2.10], [2.36, 1.53, 1.06], [0.76, 1.14, 0.94], [0.30, 0.43, -0.01], [-2.35, -0.10, 0.70], [0.49, -0.13, -0.88]],
  "total_charge": 0,
  "de_lowest_kj_mol": 413.2,
  "orbital_gap_ev": [8.742, 7.343],
  "total_energy_ha": -929.84792,
  "homo_energy_ev": [-11.37, -10.80],
  "lumo_ev": [-2.6, -3.5]
}



{
  "formula": "C5H29NO8S",
  "method": "ωB97M-V/def2-TZVPD",
  "species": ["S", "O", "O", "O", "O", "O", "O", "O", "O", "N", "C", "C", "C", "C", "C", "H", "H", "H", "H", "H", "H", "H", "H", "H", "H", "H", "H", "H", "H", "H", "H", "H", "H", "H", "H", "H", "H", "H", "H", "H", "H", "H", "H", "H"],
  "positions_angstrom": [[0.97, 2.86, 1.21], [3.24, -3.29, -1.77], [0.93, -1.50, 1.42], [1.62, 1.96, -3.13], [0.36, 2.45, 4.76], [1.62, -1.22, -2.81], [2.93, -0.34, -0.33], [-0.41, 0.29, -4.05], [-2.41, 0.26, 4.09], [-1.45, -0.82, -0.06], [-1.22, 1.67, 0.07], [-1.15, 0.41, -0.78], [-1.42, -1.95, -1.02], [-2.67, -0.81, 0.75], [-0.38, 1.62, 1.37], [3.32, -2.71, -0.99], [0.05, -0.24, -3.38], [-2.78, -0.51, 3.64], [-2.33, -0.16, 4.96], [-3.01, 0.20, 0.92], [-2.22, 2.05, 0.29], [-2.46, -1.41, 1.64], [2.17, -1.15, -2.03], [0.19, -1.22, 0.82], [1.65, 2.54, 2.30], [-0.45, 2.92, 4.53], [0.42, 0.58, -4.44], [-0.14, 0.31, -1.13], [-2.00, -1.70, -1.90], [0.84, -2.45, 1.30], [-0.87, 2.54, -0.50], [1.09, 2.89, 4.33], [-0.38, -2.13, -1.29], [0.04, 0.64, 1.52], [1.74, -2.16, -3.01], [1.04, 2.73, -3.09], [2.62, -0.37, 0.59], [-0.96, 1.91, 2.23], [3.07, -4.13, -1.32], [-1.68, 0.64, -1.72], [-1.75, -2.82, -0.45], [3.32, 0.54, -0.35], [2.44, 2.38, -3.43], [-3.52, -1.25, 0.21]],
  "total_charge": 0,
  "de_lowest_kj_mol": 38.4,
  "orbital_gap_ev": 9.205,
  "total_energy_ha": -1262.72018,
  "homo_energy_ev": -8.92,
  "lumo_ev": 0.3
}



{
  "formula": "C7H11I2MnN2O5S",
  "method": "ωB97M-V/def2-TZVPD",
  "species": ["I", "I", "Mn", "S", "O", "O", "O", "O", "O", "N", "N", "C", "C", "C", "C", "C", "C", "C", "H", "H", "H", "H", "H", "H", "H", "H", "H", "H", "H"],
  "positions_angstrom": [[2.44, 1.18, -0.36], [2.22, -2.60, -0.69], [0.98, -0.71, 0.25], [-0.20, -1.01, 2.57], [-0.94, -1.77, -1.53], [1.20, -1.49, 1.98], [0.02, -0.14, 3.71], [-0.60, -0.19, 1.28], [-1.07, -2.14, 2.76], [0.22, 1.02, -3.13], [-1.51, 1.27, -1.85], [-0.41, 2.19, -3.52], [-2.53, 1.07, -0.84], [1.53, -2.94, -2.79], [-1.49, 2.35, -2.72], [1.45, 0.50, -3.70], [-0.21, -0.80, -1.43], [-0.44, 0.49, -2.09], [1.40, -0.59, -3.80], [2.34, -2.59, -3.44], [1.58, 0.97, -4.69], [-2.49, 1.88, -0.11], [0.57, -2.50, -3.01], [-2.24, 3.12, -2.70], [-2.38, 0.12, -0.33], [-0.03, 2.81, -4.32], [1.46, -4.03, -2.84], [-3.52, 1.09, -1.33], [2.30, 0.77, -3.06]],
  "total_charge": -2,
  "orbital_gap_ev": [2.396, 4.211],
  "total_energy_ha": -2903.57423,
  "homo_energy_ev": [2.27, 0.33],
  "multiplicity": 5,
  "lumo_ev": [4.7, 4.5]
}



{
  "formula": "CH3NOS2",
  "method": "ωB97M-V/def2-TZVPD",
  "species": ["S", "S", "O", "N", "C", "H", "H", "H"],
  "positions_angstrom": [[0.71, -1.10, 1.17], [0.81, 0.94, 1.55], [-0.78, 1.05, 0.88], [-0.82, 0.64, -0.33], [0.07, -0.86, -0.46], [0.87, -0.39, -1.11], [-0.54, -1.69, -0.74], [-0.34, 1.41, -0.96]],
  "total_charge": 0,
  "de_lowest_kj_mol": 347.1,
  "orbital_gap_ev": [6.515, 6.588],
  "total_energy_ha": -966.03400,
  "homo_energy_ev": [-6.01, -9.27],
  "multiplicity": 3,
  "lumo_ev": [0.5, -2.7]
}



{
  "formula": "C12H14N2P",
  "method": "ωB97M-V/def2-TZVPD",
  "species": ["P", "N", "N", "C", "C", "C", "C", "C", "C", "C", "C", "C", "C", "C", "C", "H", "H", "H", "H", "H", "H", "H", "H", "H", "H", "H", "H", "H", "H"],
  "positions_angstrom": [[-0.10, -1.10, -0.57], [-0.79, -2.49, -0.12], [1.44, -0.30, -3.00], [-3.38, 2.19, -0.79], [1.51, -1.60, 1.73], [1.14, -0.76, 0.72], [2.63, -1.20, 2.58], [-1.33, 1.13, -1.69], [-2.31, 2.06, -1.82], [-3.36, 1.30, 0.25], [2.83, 0.86, 1.28], [1.80, 0.48, 0.45], [-1.28, 0.26, -0.53], [3.25, 0.02, 2.33], [-2.29, 0.27, 0.37], [-2.17, 2.79, -2.51], [1.64, 1.10, -0.42], [-4.17, 2.96, -0.73], [3.28, 1.80, 1.03], [-1.59, -2.90, -0.51], [2.13, -1.02, -3.03], [4.04, 0.39, 2.88], [2.79, -1.72, 3.53], [0.65, -0.65, -3.63], [-0.25, -3.35, 0.32], [-2.42, -0.30, 1.30], [0.96, -2.53, 2.17], [-4.21, 1.32, 0.88], [-0.47, 0.99, -2.47]],
  "total_charge": 1,
  "de_lowest_kj_mol": 151.7,
  "orbital_gap_ev": [8.204, 6.998],
  "total_energy_ha": -916.14971,
  "homo_energy_ev": [-12.53, -12.82],
  "lumo_ev": [-4.3, -5.8]
}



{
  "formula": "C21H40N7O12",
  "method": "ωB97M-V/def2-TZVPD",
  "species": ["O", "O", "O", "O", "O", "O", "O", "O", "O", "O", "O", "O", "N", "N", "N", "N", "N", "N", "N", "C", "C", "C", "C", "C", "C", "C", "C", "C", "C", "C", "C", "C", "C", "C", "C", "C", "C", "C", "C", "C", "H", "H", "H", "H", "H", "H", "H", "H", "H", "H", "H", "H", "H", "H", "H", "H", "H", "H", "H", "H", "H", "H", "H", "H", "H", "H", "H", "H", "H", "H", "H", "H", "H", "H", "H", "H", "H", "H", "H", "H"],
  "positions_angstrom": [[-2.77, -1.97, 2.05], [-0.82, -1.02, -2.72], [-0.49, 2.42, 0.82], [-3.20, 0.32, 0.39], [1.76, -1.03, -1.68], [-0.08, 0.34, -0.16], [-3.36, -0.86, -1.65], [-1.26, -3.48, -0.20], [4.38, 1.33, 1.46], [3.37, -2.95, -0.58], [-3.37, 3.16, -1.17], [-4.52, 3.43, 1.18], [7.42, -1.86, 0.68], [6.62, 0.30, 0.49], [2.36, 1.53, -0.55], [2.98, 3.40, -1.83], [-5.20, -1.18, 1.54], [3.04, 3.52, 0.47], [5.16, -1.47, 0.72], [3.93, -0.79, 0.32], [6.40, -1.00, 0.63], [-4.01, -0.45, -0.49], [3.43, 0.30, 1.28], [-0.95, 1.12, 0.60], [-1.22, 3.35, 0.03], [-3.42, 2.96, 1.20], [1.04, -0.20, 0.52], [-2.71, -2.13, -1.61], [2.87, -1.91, 0.22], [-4.49, -1.63, 0.36], [-0.61, 3.57, -1.35], [-6.25, -2.07, 1.98], [-2.28, 1.21, -0.17], [2.75, 2.83, -0.73], [-2.10, -2.36, -0.22], [-1.67, -2.14, -2.74], [-2.65, 2.72, -0.07], [-3.24, -2.44, 0.83], [1.54, -1.39, -0.33], [2.11, 0.88, 0.71], [-1.11, 0.64, 1.58], [7.26, -2.86, 0.71], [7.56, 0.66, 0.50], [0.32, 4.11, -1.27], [2.11, 0.99, -1.37], [2.71, -2.33, 1.22], [-1.78, -4.29, -0.14], [-7.02, -2.25, 1.21], [-1.38, -0.24, -2.74], [-2.19, -2.20, -3.70], [-2.90, 2.67, 2.13], [3.99, 2.19, 1.15], [-3.45, -2.92, -1.83], [5.04, -2.48, 0.72], [-4.85, 0.18, -0.83], [5.83, 0.93, 0.72], [1.72, 1.61, 1.44], [2.83, 2.84, -2.66], [-5.81, -3.03, 2.25], [-5.56, -0.24, 1.41], [-3.54, -3.50, 0.93], [2.22, 3.60, 1.07], [-1.24, 4.29, 0.59], [-1.31, 4.13, -1.96], [8.37, -1.54, 0.69], [0.89, -0.97, -2.11], [-3.50, -1.46, 2.44], [3.13, -2.75, -1.49], [-1.03, -3.02, -2.61], [-1.47, -1.51, 0.03], [-0.42, 2.61, -1.83], [-6.73, -1.65, 2.86], [-4.21, 3.53, -0.84], [-2.11, 0.98, -1.22], [3.39, 4.44, 0.23], [0.73, -0.59, 1.50], [4.08, -0.34, -0.67], [3.24, -0.15, 2.27], [-5.12, -2.26, -0.28], [0.80, -2.19, -0.28]],
  "total_charge": 1,
  "de_lowest_kj_mol": 72.9,
  "orbital_gap_ev": 9.282,
  "total_energy_ha": -2110.22467,
  "homo_energy_ev": -11.39,
  "lumo_ev": -2.1
}



{
  "formula": "C3H6N2O3",
  "method": "ωB97M-V/def2-TZVPD",
  "species": ["O", "O", "O", "N", "N", "C", "C", "C", "H", "H", "H", "H", "H", "H"],
  "positions_angstrom": [[1.45, -1.33, 1.56], [4.27, -0.73, -0.56], [3.98, -1.97, 1.72], [4.80, 0.20, 1.57], [2.19, 0.90, 4.02], [2.32, -0.26, 1.64], [2.23, 0.40, 2.98], [3.76, -0.79, 1.37], [2.06, 0.51, 0.89], [5.16, 0.24, 2.52], [4.75, -1.55, -0.69], [5.09, 0.09, 0.09], [1.97, -2.11, 1.82], [4.61, 1.17, 1.32]],
  "total_charge": 0,
  "de_lowest_kj_mol": 406.7,
  "orbital_gap_ev": 11.007,
  "total_energy_ha": -453.04613,
  "homo_energy_ev": -10.79,
  "lumo_ev": 0.2
}